Computed, not measured: one molecule with the formula C6H11NO3 at a distorted geometry, with ωB97M-V with the def2-TZVPD basis set.

Element x y z (Å)
C1 -1.8653 -1.1411 -1.1611
O1 -0.4814 -1.2630 -1.5610
C2 0.3668 -1.6884 -0.4801
C3 1.0027 -0.5233 0.4053
O2 0.3871 -0.5261 1.7501
C4 0.3422 0.7935 2.3444
O3 0.6414 1.1339 3.4943
C5 -0.1476 1.7002 1.0842
C6 0.8462 1.0169 0.0064
N1 0.7825 1.4550 -1.4143
H1 -1.9620 -0.4722 -0.2439
H2 -2.4129 -0.6539 -2.0516
H3 -2.3287 -2.1774 -1.0402
H4 1.2126 -2.3981 -0.8098
H5 -0.2915 -2.3286 0.2235
H6 2.0955 -0.7733 0.6695
H7 -1.2344 1.4348 0.8542
H8 0.0817 2.8164 1.2392
H9 1.8600 1.4607 0.3512
H10 1.3249 0.7787 -1.9852
H11 -0.2198 1.3553 -1.6751

Properties
Structure (SMILES)   COC[C@@H]1OC(=O)C[C@@H]1N
Gap between HOMO and LUMO   10.258 eV
Strongest force on any atom   4.636 eV/A
Energy relative to the best compared isomer or geometry (same formula, charge and spin)   87.31 kcal/mol
E   -14030.4924 eV

These are the natural (NBO) partial charges, in e, on atoms 1 to 8: number 1, C, carries -0.271; number 2, O, carries -0.558; number 3, C, carries -0.104; number 4, C, carries 0.054; number 5, O, carries -0.566; number 6, C, carries 0.819; number 7, O, carries -0.529; number 8, C, carries -0.522